{"formula": "C41H102N6O14Zn", "method": "ωB97M-V/def2-TZVPD", "symbols": ["Zn", "C", "C", "O", "H", "H", "H", "H", "H", "C", "C", "C", "O", "H", "H", "H", "H", "H", "H", "H", "C", "O", "C", "C", "N", "C", "C", "O", "C", "H", "H", "H", "H", "H", "H", "H", "H", "H", "H", "H", "H", "H", "H", "H", "C", "O", "C", "C", "N", "C", "C", "O", "C", "H", "H", "H", "H", "H", "H", "H", "H", "H", "H", "H", "H", "H", "H", "H", "C", "O", "C", "C", "N", "C", "C", "O", "C", "H", "H", "H", "H", "H", "H", "H", "H", "H", "H", "H", "H", "H", "H", "H", "C", "O", "C", "C", "N", "C", "C", "O", "C", "H", "H", "H", "H", "H", "H", "H", "H", "H", "H", "H", "H", "H", "H", "H", "C", "O", "C", "C", "N", "C", "C", "O", "C", "H", "H", "H", "H", "H", "H", "H", "H", "H", "H", "H", "H", "H", "H", "H", "C", "O", "C", "C", "N", "C", "C", "O", "C", "H", "H", "H", "H", "H", "H", "H", "H", "H", "H", "H", "H", "H", "H", "H"], "xyz": [[29.346, 2.008, 17.227], [29.711, 5.503, 15.140], [30.298, 4.161, 14.717], [30.045, 3.052, 15.441], [28.640, 5.343, 15.316], [29.913, 6.273, 14.401], [30.008, 5.712, 16.176], [31.356, 4.416, 14.510], [29.975, 4.055, 13.666], [25.590, 3.072, 18.832], [26.375, 3.612, 17.612], [26.755, 5.079, 17.912], [27.445, 2.764, 17.385], [25.310, 2.033, 18.664], [24.799, 3.722, 19.212], [26.283, 3.046, 19.683], [25.591, 3.524, 16.847], [27.544, 5.423, 17.237], [27.249, 5.257, 18.874], [25.934, 5.798, 17.935], [16.118, 3.223, 15.110], [16.693, 4.479, 14.756], [17.417, 4.506, 13.548], [18.613, 3.498, 13.535], [19.405, 3.718, 14.728], [20.407, 2.678, 14.893], [21.404, 2.821, 16.070], [21.764, 1.566, 16.627], [22.960, 1.528, 17.376], [15.969, 3.194, 16.188], [16.673, 2.304, 14.906], [15.230, 3.302, 14.476], [17.909, 5.473, 13.456], [16.866, 4.353, 12.616], [19.324, 3.476, 12.703], [18.267, 2.460, 13.397], [18.863, 3.674, 15.584], [20.953, 2.659, 13.945], [19.911, 1.697, 14.865], [21.257, 3.493, 16.918], [22.253, 3.229, 15.508], [23.201, 0.529, 17.733], [22.909, 2.127, 18.291], [23.760, 1.972, 16.776], [27.606, 0.202, 19.533], [28.737, 0.988, 19.307], [29.532, 1.406, 20.383], [30.881, 1.866, 19.817], [30.719, 2.741, 18.599], [32.021, 2.963, 17.881], [33.313, 3.173, 18.716], [33.742, 1.949, 19.295], [34.425, 1.034, 18.474], [27.839, -0.480, 20.356], [27.369, -0.384, 18.643], [26.658, 0.712, 19.721], [29.855, 0.558, 20.999], [28.982, 2.075, 21.047], [31.394, 0.990, 19.416], [31.626, 2.362, 20.435], [30.579, 3.677, 18.978], [32.057, 3.872, 17.278], [32.081, 2.170, 17.135], [33.103, 3.985, 19.418], [34.088, 3.666, 18.121], [33.772, 0.491, 17.787], [34.821, 0.233, 19.103], [35.334, 1.490, 18.077], [18.942, 3.146, 21.919], [19.627, 3.029, 20.687], [20.126, 4.240, 20.178], [21.630, 4.318, 20.247], [22.064, 4.864, 21.529], [23.497, 5.180, 21.579], [23.610, 6.556, 20.913], [24.951, 6.880, 20.582], [25.321, 8.120, 20.008], [19.558, 2.968, 22.808], [18.131, 2.420, 21.960], [18.534, 4.135, 22.144], [19.700, 5.154, 20.596], [19.872, 4.333, 19.115], [22.076, 4.895, 19.432], [22.147, 3.360, 20.102], [21.875, 4.113, 22.184], [24.173, 4.472, 21.092], [23.782, 5.284, 22.626], [23.222, 7.400, 21.492], [23.089, 6.636, 19.951], [26.328, 8.171, 19.602], [24.982, 9.023, 20.522], [24.734, 8.197, 19.078], [28.804, 5.601, 21.540], [29.945, 5.620, 20.677], [29.952, 6.665, 19.770], [31.277, 6.789, 18.987], [32.540, 7.057, 19.659], [32.588, 8.313, 20.426], [34.001, 8.489, 20.916], [34.269, 7.451, 21.859], [35.604, 7.466, 22.330], [29.228, 5.025, 22.364], [27.935, 5.173, 21.039], [28.493, 6.530, 22.025], [29.986, 7.644, 20.268], [29.109, 6.595, 19.076], [31.091, 7.411, 18.109], [31.426, 5.841, 18.451], [32.760, 6.364, 20.365], [31.928, 8.272, 21.301], [32.174, 9.128, 19.831], [33.900, 9.387, 21.543], [34.780, 8.606, 20.163], [35.572, 8.112, 23.214], [36.371, 7.838, 21.649], [35.848, 6.463, 22.678], [32.891, 12.065, 19.020], [31.818, 11.343, 18.469], [31.716, 11.319, 17.075], [30.517, 10.428, 16.778], [29.346, 11.040, 17.404], [28.151, 10.208, 17.513], [27.313, 10.187, 16.288], [27.806, 9.472, 15.156], [27.810, 8.072, 15.291], [33.174, 13.031, 18.596], [33.776, 11.442, 18.824], [32.848, 12.100, 20.107], [32.645, 10.860, 16.704], [31.704, 12.281, 16.551], [30.718, 9.437, 17.203], [30.452, 10.296, 15.697], [29.698, 11.177, 18.346], [27.562, 10.730, 18.275], [28.278, 9.215, 17.968], [27.200, 11.183, 15.857], [26.281, 9.946, 16.575], [28.407, 7.542, 16.041], [28.061, 7.576, 14.356], [26.807, 7.712, 15.557], [25.395, 5.231, 9.972], [26.369, 5.120, 10.974], [26.282, 3.893, 11.695], [27.104, 4.043, 12.944], [27.437, 2.774, 13.622], [26.254, 2.068, 14.087], [26.498, 0.652, 14.581], [27.305, -0.195, 13.753], [27.293, -1.531, 14.247], [25.652, 6.007, 9.253], [24.342, 5.361, 10.245], [25.300, 4.318, 9.368], [26.570, 3.079, 11.020], [25.250, 3.624, 11.950], [26.508, 4.694, 13.595], [28.005, 4.556, 12.611], [27.982, 2.982, 14.456], [25.596, 1.964, 13.221], [25.788, 2.538, 14.961], [25.557, 0.121, 14.749], [27.067, 0.767, 15.513], [28.018, -2.165, 13.743], [26.303, -1.986, 14.154], [27.542, -1.434, 15.310]], "lowdin_charge": [0.924, -0.113, -0.504, -0.319, 0.048, 0.078, 0.056, 0.094, 0.086, -0.079, -0.552, -0.038, -0.299, 0.053, 0.054, 0.069, 0.099, 0.048, 0.047, 0.073, -0.093, -0.196, -0.212, -0.236, -0.072, -0.205, -0.186, -0.192, -0.107, 0.089, 0.078, 0.095, 0.118, 0.115, 0.118, 0.100, 0.107, 0.112, 0.117, 0.114, 0.113, 0.092, 0.058, 0.072, -0.081, -0.244, -0.177, -0.125, -0.068, -0.176, -0.186, -0.210, -0.101, 0.097, 0.095, 0.074, 0.127, 0.133, 0.123, 0.125, 0.107, 0.111, 0.105, 0.117, 0.129, 0.086, 0.088, 0.094, -0.116, -0.157, -0.229, -0.221, -0.065, -0.179, -0.210, -0.226, -0.111, 0.077, 0.083, 0.085, 0.124, 0.112, 0.109, 0.111, 0.106, 0.098, 0.120, 0.124, 0.112, 0.071, 0.086, 0.080, -0.079, -0.189, -0.244, -0.202, -0.035, -0.203, -0.225, -0.201, -0.107, 0.088, 0.074, 0.090, 0.115, 0.109, 0.101, 0.087, 0.095, 0.120, 0.111, 0.121, 0.125, 0.087, 0.085, 0.085, -0.106, -0.222, -0.229, -0.193, -0.036, -0.228, -0.226, -0.165, -0.133, 0.090, 0.083, 0.087, 0.123, 0.128, 0.100, 0.123, 0.094, 0.121, 0.106, 0.128, 0.118, 0.053, 0.078, 0.089, -0.142, -0.173, -0.244, -0.199, -0.014, -0.203, -0.216, -0.190, -0.114, 0.084, 0.083, 0.081, 0.131, 0.109, 0.121, 0.113, 0.068, 0.112, 0.099, 0.120, 0.093, 0.084, 0.083, 0.073], "gap_ev": 6.9, "max_force_ha_per_bohr": 0.0812, "e_homo_ev": -7.572}



{"formula": "C41H108N8O12", "method": "ωB97M-V/def2-TZVPD", "symbols": ["C", "C", "C", "O", "H", "H", "H", "H", "H", "H", "H", "H", "C", "O", "C", "C", "N", "C", "C", "O", "C", "H", "H", "H", "H", "H", "H", "H", "H", "H", "H", "H", "H", "H", "H", "H", "C", "O", "C", "C", "N", "C", "C", "O", "C", "H", "H", "H", "H", "H", "H", "H", "H", "H", "H", "H", "H", "H", "H", "H", "C", "O", "C", "C", "N", "C", "C", "O", "C", "H", "H", "H", "H", "H", "H", "H", "H", "H", "H", "H", "H", "H", "H", "H", "C", "C", "C", "O", "C", "N", "H", "H", "H", "H", "H", "H", "H", "H", "H", "H", "H", "C", "C", "C", "O", "C", "N", "H", "H", "H", "H", "H", "H", "H", "H", "H", "H", "H", "C", "C", "C", "O", "C", "N", "H", "H", "H", "H", "H", "H", "H", "H", "H", "H", "H", "C", "C", "C", "O", "C", "N", "H", "H", "H", "H", "H", "H", "H", "H", "H", "H", "H", "C", "C", "C", "O", "C", "N", "H", "H", "H", "H", "H", "H", "H", "H", "H", "H", "H"], "xyz": [[-0.789, 0.825, 0.055], [0.571, 0.231, -0.116], [1.607, 1.235, -0.381], [1.018, -0.380, 1.079], [-1.630, 0.145, 0.195], [-1.123, 1.379, -0.822], [-0.798, 1.476, 0.929], [0.424, -0.508, -0.903], [1.349, 1.800, -1.276], [2.563, 0.738, -0.545], [1.584, 1.970, 0.424], [1.786, -0.894, 0.820], [3.180, 1.826, 4.638], [4.206, 1.986, 3.583], [4.043, 1.246, 2.359], [5.114, 1.506, 1.332], [6.398, 1.369, 1.938], [7.462, 1.633, 0.956], [8.898, 1.492, 1.494], [9.320, 2.536, 2.355], [10.307, 2.190, 3.305], [2.183, 1.676, 4.224], [3.249, 2.732, 5.240], [3.440, 0.988, 5.285], [3.061, 1.449, 1.930], [3.974, 0.186, 2.607], [4.956, 2.510, 0.938], [4.977, 0.788, 0.523], [6.541, 1.938, 2.761], [7.268, 2.591, 0.473], [7.364, 0.845, 0.209], [9.645, 1.494, 0.700], [9.039, 0.528, 1.984], [9.978, 1.398, 3.977], [10.612, 3.126, 3.773], [11.195, 1.829, 2.785], [-0.806, -3.384, 0.512], [-1.709, -4.436, 0.440], [-2.874, -4.270, 1.258], [-3.688, -5.544, 1.521], [-5.042, -5.283, 2.062], [-5.664, -6.598, 2.529], [-7.225, -6.473, 2.764], [-7.591, -7.696, 3.404], [-9.037, -7.918, 3.496], [-1.226, -2.450, 0.139], [-0.023, -3.745, -0.155], [-0.175, -3.329, 1.399], [-3.534, -3.492, 0.874], [-2.533, -3.936, 2.238], [-3.036, -6.081, 2.210], [-3.772, -6.065, 0.567], [-4.885, -4.726, 2.890], [-5.200, -6.967, 3.444], [-5.410, -7.359, 1.792], [-7.690, -6.349, 1.787], [-7.375, -5.598, 3.397], [-9.083, -8.958, 3.820], [-9.548, -7.875, 2.534], [-9.425, -7.317, 4.318], [-1.997, -2.529, -10.116], [-2.123, -1.424, -9.219], [-2.117, -1.914, -7.888], [-2.179, -0.611, -7.006], [-0.933, 0.183, -6.989], [0.074, -0.352, -6.128], [-0.272, -0.313, -4.579], [-1.166, -1.359, -4.225], [-1.932, -1.072, -3.122], [-2.866, -3.186, -10.099], [-1.070, -3.100, -10.061], [-2.034, -2.222, -11.162], [-1.189, -2.456, -7.703], [-2.983, -2.564, -7.765], [-2.456, -0.869, -5.984], [-3.112, -0.112, -7.271], [-0.636, 0.140, -7.954], [1.029, 0.122, -6.356], [0.297, -1.380, -6.414], [-0.727, 0.662, -4.405], [0.690, -0.421, -4.077], [-1.296, -0.614, -2.365], [-2.483, -1.921, -2.717], [-2.616, -0.250, -3.334], [4.370, 3.520, -2.343], [4.226, 2.747, -3.667], [3.162, 3.231, -4.663], [3.147, 2.365, -5.776], [2.323, 2.859, -6.863], [5.582, 2.831, -4.288], [4.961, 2.980, -1.603], [3.401, 3.751, -1.898], [4.846, 4.477, -2.559], [4.087, 1.700, -3.395], [3.374, 4.234, -5.032], [2.235, 3.406, -4.117], [2.519, 3.896, -7.136], [1.283, 2.782, -6.543], [2.475, 2.198, -7.716], [5.303, 2.551, -5.217], [5.879, 3.786, -4.431], [-0.332, -0.007, 7.102], [-0.211, 0.983, 5.969], [-1.528, 1.381, 5.247], [-2.049, 0.333, 4.391], [-1.231, -0.023, 3.342], [0.468, 2.155, 6.537], [0.549, -0.003, 7.745], [-0.534, -1.030, 6.784], [-1.219, 0.323, 7.643], [0.431, 0.498, 5.234], [-1.378, 2.337, 4.746], [-2.241, 1.514, 6.061], [-0.427, -0.603, 3.795], [-0.830, 0.809, 2.764], [-1.678, -0.748, 2.662], [0.265, 2.973, 5.980], [0.037, 2.350, 7.430], [4.152, -2.031, -1.718], [3.203, -2.518, -0.565], [3.279, -4.071, -0.405], [2.542, -4.756, -1.397], [2.787, -6.122, -1.519], [3.445, -1.762, 0.678], [4.010, -0.981, -1.974], [4.009, -2.623, -2.622], [5.171, -2.189, -1.366], [2.151, -2.296, -0.741], [2.967, -4.391, 0.589], [4.320, -4.396, -0.403], [2.201, -6.581, -2.315], [2.524, -6.580, -0.565], [3.841, -6.284, -1.740], [4.438, -1.604, 0.781], [3.176, -2.349, 1.455], [-5.560, 1.357, -2.460], [-6.560, 1.186, -1.301], [-5.964, 1.813, 0.019], [-4.766, 1.073, 0.391], [-4.127, 1.641, 1.556], [-7.859, 1.828, -1.631], [-4.622, 0.906, -2.136], [-5.478, 2.403, -2.754], [-5.798, 0.756, -3.337], [-6.774, 0.117, -1.284], [-6.654, 1.666, 0.850], [-5.735, 2.877, -0.041], [-3.646, 2.571, 1.253], [-3.375, 0.901, 1.828], [-4.879, 1.595, 2.344], [-7.804, 2.199, -2.569], [-8.015, 2.657, -1.075], [0.098, 3.757, 2.641], [-0.429, 4.820, 3.605], [-1.980, 4.904, 3.653], [-2.515, 5.585, 2.501], [-3.918, 5.762, 2.605], [0.259, 4.726, 4.947], [-0.222, 2.773, 2.983], [1.182, 3.654, 2.685], [-0.347, 3.945, 1.663], [-0.147, 5.789, 3.192], [-2.119, 5.546, 4.523], [-2.408, 3.910, 3.784], [-4.231, 6.600, 1.983], [-4.330, 5.945, 3.598], [-4.418, 4.877, 2.212], [1.257, 4.797, 4.814], [0.079, 5.572, 5.470]], "lowdin_charge": [-0.076, -0.524, -0.065, -0.061, 0.069, 0.074, 0.053, 0.118, 0.074, 0.073, 0.079, 0.008, -0.078, -0.214, -0.229, -0.247, -0.061, -0.196, -0.225, -0.205, -0.123, 0.060, 0.073, 0.077, 0.087, 0.105, 0.111, 0.105, 0.111, 0.113, 0.109, 0.114, 0.112, 0.086, 0.087, 0.076, -0.136, -0.182, -0.229, -0.231, -0.057, -0.177, -0.214, -0.220, -0.081, 0.084, 0.080, 0.084, 0.119, 0.111, 0.112, 0.118, 0.092, 0.106, 0.106, 0.114, 0.113, 0.077, 0.082, 0.082, -0.130, -0.196, -0.208, -0.179, -0.056, -0.214, -0.179, -0.206, -0.134, 0.080, 0.084, 0.077, 0.109, 0.117, 0.097, 0.107, 0.094, 0.101, 0.100, 0.112, 0.114, 0.058, 0.096, 0.077, -0.088, -0.406, -0.249, -0.203, -0.102, 0.020, 0.059, 0.056, 0.067, 0.123, 0.114, 0.106, 0.078, 0.077, 0.081, 0.043, 0.053, -0.075, -0.452, -0.144, -0.180, -0.154, 0.045, 0.078, 0.075, 0.073, 0.101, 0.080, 0.120, 0.081, 0.054, 0.086, 0.005, 0.061, -0.047, -0.375, -0.221, -0.193, -0.133, 0.037, 0.058, 0.071, 0.067, 0.113, 0.108, 0.113, 0.087, 0.083, 0.081, 0.073, 0.076, -0.095, -0.397, -0.186, -0.227, -0.084, 0.015, 0.057, 0.071, 0.068, 0.125, 0.109, 0.112, 0.085, 0.062, 0.088, 0.048, 0.048, -0.070, -0.411, -0.195, -0.199, -0.156, 0.030, 0.041, 0.071, 0.078, 0.117, 0.110, 0.111, 0.079, 0.078, 0.065, 0.064, 0.061], "charge": -1, "s2": 0.750, "multiplicity": 2, "gap_ev": [1.3, 9.0], "max_force_ha_per_bohr": 0.0488, "e_homo_ev": [0.884, -6.773]}



The calculation returns the following energy values, one per record and in order: -130180.67325, -80748.57336 eV.